Entry from the Open Molecules 2025 dataset: C24H26N6 in the gas phase at a distorted geometry (ωB97M-V/def2-TZVPD).

LUMO energy in eV: 0.1776
Highest occupied orbital energy in eV: -7.431
HOMO-LUMO gap in eV: 7.61
Calculated total energy in eV: -34248.2472
Relative energy (zero: lowest compared OMol25 entry of this formula, charge and spin) in kJ/mol: 145.9
SMILES: CN(C)c1ccc(/C=C/[C@H](c2ccc(N(C)C)cc2)n2cnc3cncnc32)cc1

Positions of all 56 atoms, in Å:
C -2.54 -4.36 4.59
N -3.02 -3.80 3.34
C -4.46 -3.84 3.16
C -2.17 -3.27 2.39
C -0.86 -3.80 2.25
C 0.00 -3.23 1.33
C -0.29 -2.03 0.71
C 0.80 -1.32 -0.07
C 0.41 0.03 -0.67
C 0.94 0.52 -1.81
C 0.63 1.81 -2.41
C 1.44 2.35 -3.44
C 1.18 3.59 -4.00
C 0.05 4.35 -3.59
N -0.20 5.62 -4.14
C -1.33 5.83 -5.03
C 0.25 6.84 -3.48
C -0.79 3.79 -2.59
C -0.50 2.56 -2.01
C -1.64 -1.60 0.71
C -2.59 -2.24 1.51
H -1.46 -4.50 4.58
H -2.80 -3.71 5.44
H -3.03 -5.32 4.76
H -4.71 -4.02 2.10
H -4.85 -4.66 3.77
H -4.95 -2.91 3.48
H -0.54 -4.65 2.86
H 0.91 -3.78 1.07
H 1.09 -1.99 -0.90
H -0.29 0.63 -0.07
H 1.74 -0.06 -2.30
H 2.28 1.76 -3.81
H 1.83 4.03 -4.76
H -1.45 4.96 -5.67
H -2.26 6.02 -4.48
H -1.13 6.71 -5.66
H 1.22 6.65 -2.99
H 0.38 7.63 -4.23
H -0.47 7.20 -2.73
H -1.65 4.38 -2.26
H -1.17 2.17 -1.24
H -1.92 -0.79 0.03
H -3.63 -1.89 1.52
C 4.71 -1.86 2.99
N 4.39 -3.06 3.49
C 3.26 -3.66 3.14
N 2.37 -3.12 2.24
C 2.61 -1.93 1.75
C 3.83 -1.25 2.10
N 4.00 -0.17 1.27
C 2.93 -0.12 0.48
N 2.00 -1.11 0.75
H 5.65 -1.38 3.25
H 3.04 -4.63 3.59
H 2.77 0.64 -0.28

Charges computed using Mulliken, reported in e:
1. C -0.9519
2. N 0.1071
3. C -1.1319
4. C 1.0610
5. C -0.7516
6. C -0.3611
7. C -0.4719
8. C 0.7373
9. C -1.3259
10. C -0.2737
11. C 1.0464
12. C -0.7654
13. C -0.3306
14. C -0.1104
15. N 0.1704
16. C -0.9663
17. C -0.9343
18. C -0.3003
19. C -0.8609
20. C -0.7285
21. C -0.6931
22. H 0.3016
23. H 0.3006
24. H 0.3256
25. H 0.3808
26. H 0.3323
27. H 0.3094
28. H 0.2996
29. H 0.5008
30. H 0.1203
31. H 0.5795
32. H 0.3909
33. H 0.3194
34. H 0.4137
35. H 0.2875
36. H 0.3158
37. H 0.3269
38. H 0.2937
39. H 0.3161
40. H 0.3047
41. H 0.3639
42. H 0.2994
43. H 0.5325
44. H 0.3874
45. C -0.2361
46. N -0.6220
47. C -0.1723
48. N -0.3548
49. C 0.3006
50. C 0.3780
51. N -0.7772
52. C -0.1714
53. N 0.1188
54. H 0.4062
55. H 0.4011
56. H 0.5622



Entry from the Open Molecules 2025 dataset: a molecular structure, C49H50AsBiN2S4Si2 at a distorted geometry (ωB97M-V/def2-TZVPD).

LUMO energy in eV: -0.1114
Highest occupied orbital energy in eV: -6.554
HOMO-LUMO gap in eV: 6.44
Calculated total energy in eV: -180382.0350
Relative energy (zero: lowest compared OMol25 entry of this formula, charge and spin) in kJ/mol: 0.0

Positions of all 109 atoms, in Å:
Bi 0.27 0.54 1.24
S -1.16 2.12 2.65
C -2.74 1.99 1.88
C -3.85 1.91 2.73
C -5.13 1.91 2.21
C -5.33 1.98 0.84
C -4.25 2.02 -0.01
C -2.94 2.01 0.49
S -1.59 2.06 -0.61
C -2.69 -1.06 -1.13
C -2.03 -2.36 -0.85
C -2.83 -3.47 -0.52
C -2.19 -4.63 -0.16
C -0.81 -4.64 -0.07
C -0.12 -3.49 -0.35
C 1.33 -3.36 -0.06
S 1.56 -2.40 1.49
C 0.37 -3.23 2.55
C 0.83 -4.41 3.11
C -0.01 -5.24 3.85
C -1.33 -4.81 4.09
C -1.77 -3.61 3.57
C -0.93 -2.77 2.81
S -1.63 -1.24 2.37
N -0.71 -2.37 -0.80
H -3.69 1.91 3.81
H -5.98 1.88 2.88
H -6.34 2.01 0.43
H -4.35 2.10 -1.09
H -3.69 -1.22 -1.47
H -2.69 -0.45 -0.23
H -3.91 -3.42 -0.59
H -2.76 -5.50 0.07
H -0.27 -5.50 0.28
H 1.87 -2.80 -0.82
H 1.84 -4.31 0.04
H 1.86 -4.72 2.95
H 0.36 -6.16 4.29
H -1.99 -5.43 4.68
H -2.77 -3.24 3.74
C 1.06 4.65 2.52
Si 2.39 3.70 1.66
C 3.96 4.55 2.23
C 2.29 3.96 -0.20
C 2.31 1.83 1.96
C 2.11 1.31 3.33
C 2.78 1.78 4.48
C 2.52 1.22 5.72
C 1.61 0.18 5.86
C 0.99 -0.24 4.69
N 1.22 0.31 3.49
Si 3.75 0.87 1.17
C 4.36 -0.43 2.32
C 3.36 0.16 -0.54
C 5.28 1.89 0.79
H 1.29 5.73 2.46
H 1.01 4.41 3.59
H 0.07 4.46 2.12
H 3.93 5.61 1.97
H 4.87 4.16 1.80
H 4.08 4.47 3.34
H 2.53 5.00 -0.48
H 1.28 3.72 -0.53
H 3.01 3.31 -0.70
H 3.53 2.55 4.37
H 3.03 1.61 6.58
H 1.36 -0.24 6.83
H 0.22 -1.00 4.69
H 5.18 -0.99 1.89
H 3.62 -1.15 2.62
H 4.72 0.06 3.22
H 2.43 -0.42 -0.59
H 4.19 -0.51 -0.78
H 3.31 0.96 -1.28
H 5.75 2.28 1.71
H 5.08 2.75 0.16
H 6.02 1.24 0.29
C -4.59 2.44 -5.25
C -5.12 1.63 -4.27
C -4.28 0.88 -3.45
C -2.91 0.98 -3.60
C -2.36 1.80 -4.59
C -3.20 2.54 -5.41
As -1.75 -0.13 -2.56
C 0.08 0.38 -2.94
C 0.67 1.59 -2.64
C 1.91 1.90 -3.16
C 2.55 0.97 -3.97
C 1.97 -0.25 -4.26
C 0.71 -0.55 -3.76
C -0.07 -1.75 -4.08
C 0.39 -2.90 -4.69
C -0.48 -3.96 -4.93
C -1.84 -3.83 -4.68
C -2.29 -2.69 -4.03
C -1.43 -1.66 -3.73
H -5.25 3.03 -5.88
H -6.19 1.56 -4.18
H -4.72 0.21 -2.72
H -1.28 1.88 -4.68
H -2.79 3.19 -6.16
H 0.10 2.33 -2.09
H 2.36 2.86 -2.98
H 3.54 1.22 -4.36
H 2.48 -0.94 -4.90
H 1.43 -3.03 -4.93
H -0.10 -4.83 -5.42
H -2.50 -4.61 -4.98
H -3.35 -2.60 -3.78

Atom charges from the Mulliken analysis, given in e for atoms 1 to 99:
1. Bi 0.8079
2. S -0.4491
3. C 0.6729
4. C -0.7539
5. C -0.6884
6. C -0.7338
7. C -0.6809
8. C -0.2014
9. S -0.3022
10. C -0.4988
11. C 0.6277
12. C -1.3255
13. C -1.1330
14. C -0.5309
15. C 0.0356
16. C -1.4409
17. S 0.0957
18. C -0.3291
19. C -0.6230
20. C -0.7597
21. C -0.6373
22. C -0.8907
23. C 1.0814
24. S -0.4443
25. N 1.0165
26. H 0.4752
27. H 0.3637
28. H 0.4248
29. H 0.5650
30. H 0.5275
31. H -0.2583
32. H 0.5601
33. H 0.4894
34. H 0.5436
35. H 0.3954
36. H 0.6551
37. H 0.4446
38. H 0.3956
39. H 0.3731
40. H 0.5190
41. C -1.2024
42. Si -0.0728
43. C -1.2655
44. C -0.6025
45. C 1.9050
46. C -1.3460
47. C -0.4898
48. C -0.6235
49. C -1.1622
50. C -0.5088
51. N 1.2112
52. Si 0.7264
53. C -1.0664
54. C 0.4648
55. C -1.5000
56. H 0.4241
57. H 0.3225
58. H 0.2823
59. H 0.4119
60. H 0.4469
61. H 0.2744
62. H 0.5232
63. H 0.1196
64. H 0.0495
65. H 0.3719
66. H 0.4566
67. H 0.4490
68. H 0.4324
69. H 0.4361
70. H 0.2202
71. H 0.3117
72. H -0.7535
73. H 0.5296
74. H -0.2449
75. H 0.3264
76. H 0.3855
77. H 0.3682
78. C -0.5451
79. C -0.8148
80. C -0.5392
81. C 1.5866
82. C -0.6084
83. C -0.9200
84. As 1.8935
85. C 0.0068
86. C -0.2540
87. C -1.2590
88. C -0.7349
89. C -0.6231
90. C 0.7713
91. C 0.6497
92. C -0.7288
93. C -0.8474
94. C -1.0116
95. C -0.4927
96. C -0.2242
97. H 0.3864
98. H 0.4491
99. H 0.2570



Entry from the Open Molecules 2025 dataset: 2 unconnected molecules or ions with the total composition C3H8O (ωB97M-V/def2-TZVPD).

LUMO energy in eV: 0.9802
Highest occupied orbital energy in eV: -9.671
HOMO-LUMO gap in eV: 10.65
Calculated total energy in eV: -5286.2383
Relative energy (zero: lowest compared OMol25 entry of this formula, charge and spin) in kJ/mol: 184.5
SMILES: [H][H].C=CCO

Positions of all 12 atoms, in Å:
C 0.11 -1.27 1.20
C 0.02 -0.87 -0.07
C -0.81 0.28 -0.54
O -0.11 0.93 -1.58
H -0.42 -0.74 1.99
H 1.75 1.24 0.80
H 0.71 -2.13 1.49
H 1.64 1.47 0.10
H 0.57 -1.40 -0.85
H -1.00 0.97 0.30
H -1.78 -0.09 -0.90
H -0.69 1.60 -1.96

Charges computed using Mulliken, reported in e:
1. C -0.6874
2. C -0.0873
3. C -0.3893
4. O -0.5117
5. H 0.2375
6. H 0.0586
7. H 0.2588
8. H -0.0566
9. H 0.2741
10. H 0.2813
11. H 0.3253
12. H 0.2967



Entry from the Open Molecules 2025 dataset: 3 unconnected molecules or ions with the total composition C7H14 at a distorted geometry (ωB97M-V/def2-TZVPD).

LUMO energy (alpha / beta) in eV: -0.3571 / 1.0147
Highest occupied orbital energy (alpha / beta) in eV: -7.235 / -7.873
HOMO-LUMO gap (alpha / beta) in eV: 6.88 / 8.89
Calculated total energy in eV: -7479.0343
Relative energy (zero: lowest compared OMol25 entry of this formula, charge and spin) in kJ/mol: 700.5

Positions of all 21 atoms, in Å:
C 1.78 -1.29 0.05
C 1.25 -0.31 1.02
C 2.04 0.89 1.39
C -1.07 0.92 0.70
C -1.42 0.04 -0.36
C -2.66 -0.05 -1.19
C -1.30 0.19 -1.83
H 1.10 -1.32 -0.84
H 2.83 -1.09 -0.24
H 1.72 -2.33 0.40
H 0.42 -0.64 1.61
H 2.65 0.71 2.29
H 2.72 1.20 0.59
H 1.38 1.73 1.62
H -1.76 1.04 1.55
H -0.33 1.71 0.61
H -0.94 -1.63 -0.29
H -3.13 -1.02 -1.27
H -3.36 0.79 -1.21
H -1.09 1.14 -2.32
H -0.82 -0.68 -2.26

Charges computed using Mulliken, reported in e:
1. C -0.9158
2. C -0.2015
3. C -1.0585
4. C -1.3102
5. C 0.5148
6. C -0.5026
7. C -0.5708
8. H 0.1060
9. H 0.3682
10. H 0.2510
11. H 0.6089
12. H 0.2961
13. H 0.3146
14. H 0.3352
15. H 0.2427
16. H 0.4336
17. H 0.0883
18. H 0.2393
19. H 0.2650
20. H 0.2841
21. H 0.2115



Entry from the Open Molecules 2025 dataset: a molecular structure, C2H6N6 at a distorted geometry (ωB97M-V/def2-TZVPD).

LUMO energy in eV: -0.0833
Highest occupied orbital energy in eV: -8.556
HOMO-LUMO gap in eV: 8.47
Calculated total energy in eV: -11103.1361
Relative energy (zero: lowest compared OMol25 entry of this formula, charge and spin) in kJ/mol: 691.0

Positions of all 14 atoms, in Å:
C -1.17 -0.25 -0.33
C 1.07 -0.28 0.05
H -3.38 0.76 -0.39
H -2.97 -0.16 1.50
H 2.88 -0.54 1.17
H 2.96 -0.58 -0.83
H 1.25 1.87 0.34
H -0.16 2.49 0.77
N -2.38 0.26 0.23
N -0.77 -1.48 -0.12
N 0.51 -1.53 0.00
N 2.34 0.08 0.18
N 0.02 0.56 -0.19
N 0.28 2.02 -0.23

Charges computed using Mulliken, reported in e:
1. C 0.3482
2. C 0.3556
3. H 0.2670
4. H 0.3045
5. H 0.3881
6. H 0.3886
7. H 0.2734
8. H 0.2935
9. N -0.5976
10. N -0.3786
11. N -0.4852
12. N -0.6850
13. N 0.3359
14. N -0.8084